Here is a 2-piece molecular cluster, C8H11N3 overall from OMol25. Energies are from ωB97M-V/def2-TZVPD.

Summary:
- Lowest unoccupied orbital energy: -9.13 eV
- Calculated total energy: -474.90357 a.u.
- HOMO level: -16.69 eV
- HOMO-LUMO gap: 7.6 eV
- Charge: +2
- Energy relative to the best compared isomer or geometry (same formula, charge and spin): 269.1 kJ/mol

Geometry (Å):
C 4.011 -0.255 -0.303
C 3.311 -1.254 0.208
C 3.386 0.888 -0.715
C 1.896 -1.162 0.452
C 1.970 1.034 -0.403
C 1.408 0.044 0.253
C -3.530 -0.186 -0.220
C -1.332 0.697 0.473
N -4.290 -1.214 -0.415
N -1.803 1.860 0.705
N -2.253 -0.308 0.112
H 5.053 -0.345 -0.496
H 3.835 -2.205 0.353
H 3.818 1.818 -0.946
H 1.681 -2.130 0.983
H 1.448 1.869 -0.681
H -3.966 0.751 -0.472
H -5.239 -1.495 -0.683
H -3.785 -2.071 -0.106
H -1.121 2.545 1.076
H -2.767 2.271 0.710
H -1.731 -1.152 0.115

How is the electron density shared among the atoms? According to Löwdin, the charges in e are:
1. C -0.0568
2. C -0.0307
3. C 0.0461
4. C -0.0113
5. C -0.0224
6. C 0.1093
7. C -0.0922
8. C -0.0664
9. N 0.2457
10. N 0.1504
11. N 0.0804
12. H 0.1397
13. H 0.1504
14. H 0.1236
15. H 0.1657
16. H 0.0996
17. H 0.1620
18. H 0.1855
19. H 0.1685
20. H 0.1497
21. H 0.1633
22. H 0.1399

Here is C16H22ClN3OS as an isolated structure from OMol25. Energies are from ωB97M-V/def2-TZVPD.

Summary:
- Lowest unoccupied orbital energy: 0.21 eV
- Calculated total energy: -1720.25138 a.u.
- HOMO level: -7.79 eV
- HOMO-LUMO gap: 8.0 eV
- Charge: 0
- Energy relative to the best compared isomer or geometry (same formula, charge and spin): 1413.5 kJ/mol

Geometry (Å):
C 1.487 3.459 -5.248
C 1.829 4.070 -3.971
C 2.971 3.249 -3.172
C 2.395 2.067 -2.655
H 1.362 2.282 -2.188
H 2.131 1.520 -3.474
C 3.490 1.649 -1.750
C 2.968 0.067 -1.325
O 3.208 -1.009 -1.763
N 2.149 0.321 -0.100
H 2.031 1.175 0.156
N 1.602 -0.801 0.301
C -0.038 -0.603 0.475
N -0.366 0.475 0.625
C -1.887 0.346 0.715
H -2.100 1.334 1.567
H -2.519 0.689 -0.083
C -2.220 -0.883 1.412
H -3.076 -1.544 0.950
C -2.296 -0.900 2.980
C -2.714 -2.367 3.322
C -1.535 -3.041 3.963
C -1.902 -4.463 4.389
C -3.201 -4.803 4.368
C -4.221 -4.335 3.626
C -4.032 -2.887 3.409
H -4.961 -2.100 2.956
H -5.210 -4.585 3.754
H -3.508 -5.791 4.633
Cl -0.791 -5.418 5.020
H -0.610 -2.906 3.952
H -3.223 -0.322 3.037
H -1.427 -0.631 3.400
S -0.917 -2.005 0.867
H 1.811 -1.576 0.033
H 3.988 1.996 -0.906
H 4.344 1.059 -2.513
H 3.405 4.210 -2.263
H 3.873 3.193 -3.912
H 2.491 5.208 -4.325
H 0.966 4.412 -3.278
H 0.981 4.251 -5.823
H 2.371 3.327 -6.013
H 0.900 2.612 -5.149

How is the electron density shared among the atoms? According to Löwdin, the charges in e are:
1. C -0.1892
2. C -0.3146
3. C -0.3070
4. C -0.3231
5. H 0.1606
6. H 0.0952
7. C -0.0957
8. C -0.3636
9. O 0.0910
10. N 0.0232
11. H 0.0430
12. N 0.0393
13. C -0.6705
14. N 0.0775
15. C -0.2066
16. H 0.1846
17. H 0.0994
18. C -0.5851
19. H 0.1324
20. C -0.1391
21. C -0.2354
22. C 0.0416
23. C -0.7713
24. C -0.1993
25. C -0.0541
26. C -0.0329
27. H 0.1793
28. H 0.0762
29. H 0.1026
30. Cl 0.8172
31. H 0.0052
32. H 0.1140
33. H 0.0751
34. S 1.0351
35. H -0.0360
36. H 0.0793
37. H 0.1909
38. H 0.1972
39. H 0.1354
40. H 0.1719
41. H 0.1204
42. H 0.0710
43. H 0.1228
44. H 0.0418

Here is an isolated molecule of CH4SSi from OMol25. Energies are from ωB97M-V/def2-TZVPD.

Summary:
- Lowest unoccupied orbital energy: -0.91 eV
- Calculated total energy: -728.10378 a.u.
- HOMO level: -8.66 eV
- HOMO-LUMO gap: 7.7 eV
- Charge: 0
- Energy relative to the best compared isomer or geometry (same formula, charge and spin): 121.2 kJ/mol

Geometry (Å):
C 0.191 -0.967 -1.379
Si 0.249 0.245 0.081
S -0.483 -0.525 -2.779
H 0.074 -2.031 -1.106
H 1.108 -0.570 0.938
H -1.059 0.465 0.743
H 1.065 1.504 -0.367

How is the electron density shared among the atoms? According to Löwdin, the charges in e are:
1. C -0.8979
2. Si 0.5440
3. S 0.5834
4. H -0.0091
5. H -0.0981
6. H -0.0761
7. H -0.0462

Q: Which value of energy relative to the best compared isomer or geometry (same formula, charge and spin) does entry 2 give?
A: 1413.5 kJ/mol